1.
Entry from the Open Molecules 2025 dataset: a molecular structure, C26H22LuN2O3P (ωB97M-V/def2-TZVPD).

Output
DFT total energy	-2916.1571	Ha
HOMO level	-8.42	eV
gap between HOMO and LUMO	8.10	eV
max |F|	3.6	eV/Å

CARTESIAN COORDINATES (ANGSTROEM)
1 Lu 13.54668 11.84066 9.20022
2 N 14.86559 11.92392 7.00037
3 C 16.02454 12.79624 7.08546
4 C 16.52335 12.83604 8.51126
5 O 17.64423 13.32042 8.72111
6 N 15.66282 12.38098 9.44131
7 C 15.99333 12.65668 10.79973
8 C 14.75278 12.85798 11.66392
9 O 14.89592 13.03934 12.84382
10 O 13.57527 12.77101 11.07239
11 H 14.51280 12.08883 6.07681
12 H 15.18176 10.95371 6.98424
13 H 16.87018 12.59594 6.42570
14 H 15.69167 13.81660 6.85670
15 H 16.56990 11.86686 11.29020
16 H 16.56621 13.59804 10.87648
17 C 6.71310 12.68958 8.46957
18 C 7.27084 11.75792 9.25762
19 C 8.59583 11.47510 9.22742
20 C 9.33020 11.95956 8.14395
21 C 8.74701 12.93539 7.28028
22 C 7.45278 13.31830 7.47402
23 P 11.00864 11.35244 8.12032
24 C 11.71548 11.27066 6.38659
25 C 11.76858 12.39461 5.64286
26 C 12.41819 12.52210 4.43780
27 C 13.04171 11.35358 3.94685
28 C 13.06441 10.18256 4.68487
29 C 12.34906 10.12312 5.88101
30 C 10.92483 9.55823 8.44195
31 C 9.78102 8.92158 7.95127
32 C 9.65794 7.55055 8.04617
33 C 10.74311 6.82008 8.47026
34 C 11.89994 7.42390 9.04494
35 C 12.85863 6.62626 9.75208
36 C 13.94507 7.26673 10.27063
37 C 14.12341 8.68636 10.03523
38 C 13.23327 9.48385 9.44167
39 C 12.00018 8.79621 9.00850
40 H 5.75335 13.12064 8.64541
41 H 6.61514 11.35926 10.02572
42 H 9.01041 10.78118 9.93827
43 H 9.34742 13.41014 6.51285
44 H 7.11452 14.26988 6.99076
45 H 11.31791 13.32684 6.03821
46 H 12.42530 13.38795 3.84774
47 H 13.61385 11.40458 3.00876
48 H 13.51649 9.33850 4.17061
49 H 12.34052 9.18212 6.45488
50 H 9.04772 9.50651 7.38581
51 H 8.81709 7.10255 7.58180
52 H 10.76574 5.70742 8.49874
53 H 12.88423 5.52258 9.78633
54 H 14.69688 6.74774 10.80573
55 H 15.07242 9.09080 10.42884

=====

2.
Entry from the Open Molecules 2025 dataset: a molecular structure, C26H23AlF6N3O3S (ωB97M-V/def2-TZVPD).

Output
DFT total energy	-2634.7155	Ha
HOMO level	-3.86	eV
gap between HOMO and LUMO	6.68	eV
net charge	-1
max |F|	0.5	eV/Å

CARTESIAN COORDINATES (ANGSTROEM)
1 Al -1.15073 -0.79474 -1.28368
2 C -5.17438 -1.68661 -1.12596
3 C -3.75511 -1.80388 -0.65600
4 O -2.88071 -1.36370 -1.48970
5 C -3.44857 -2.37961 0.55531
6 C -2.10028 -2.62227 0.96301
7 C -1.82667 -3.52697 2.12685
8 N -1.11686 -2.08396 0.30771
9 N 0.18119 -2.47210 0.67878
10 C 0.97225 -2.07469 -0.26988
11 O 0.54491 -1.46585 -1.34696
12 C 2.43845 -2.28007 -0.14019
13 C 3.00558 -2.67760 1.06836
14 C 4.37800 -2.85268 1.16881
15 C 5.19456 -2.63211 0.06290
16 C 4.63009 -2.22882 -1.14064
17 C 3.25521 -2.04801 -1.24061
18 H -5.33118 -0.68710 -1.53322
19 H -5.88163 -1.87694 -0.31843
20 H -5.35186 -2.40389 -1.93354
21 H -4.25145 -2.74548 1.18172
22 H -2.75831 -3.83579 2.59780
23 H -1.19151 -3.01659 2.85232
24 H -1.27494 -4.40559 1.79321
25 H 2.35164 -2.83641 1.91756
26 H 4.81697 -3.15505 2.11338
27 H 6.26749 -2.77101 0.14272
28 H 5.26433 -2.04616 -2.00100
29 H 2.79589 -1.71129 -2.16237
30 C -0.80550 0.59119 1.79034
31 C -1.50679 1.28165 0.83065
32 C -2.25970 2.46491 1.23950
33 C -2.89545 3.23391 0.35210
34 C -2.81832 2.94615 -1.06242
35 C -3.39827 3.78947 -2.01720
36 C -3.27256 3.50626 -3.35954
37 C -2.55658 2.37145 -3.75241
38 C -1.97033 1.51219 -2.83184
39 S -1.00634 0.13138 -3.36452
40 C -2.10534 1.79871 -1.44525
41 N -1.52073 0.94324 -0.50595
42 H -0.90429 0.90200 2.82470
43 H 0.91313 0.85493 0.86085
44 H -0.40362 -0.40496 1.61963
45 H -2.29453 2.68057 2.30102
46 H -3.47271 4.09438 0.67295
47 H -3.94228 4.66665 -1.67768
48 H -3.70667 4.16036 -4.10747
49 H -2.43542 2.14141 -4.80571
50 C 4.10685 0.76251 0.61795
51 C 2.80325 1.51607 0.83919
52 O 1.76253 0.73239 0.38164
53 C 2.67035 1.84687 2.34913
54 F 1.69458 2.72699 2.60833
55 F 3.81337 2.35505 2.85807
56 F 2.40458 0.72021 3.03353
57 C 2.80976 2.81447 0.00203
58 F 3.68045 3.73049 0.49032
59 F 3.18633 2.53703 -1.25681
60 F 1.60379 3.37922 -0.05166
61 H 4.15487 -0.07363 1.31594
62 H 4.97337 1.40781 0.75715
63 H 4.09583 0.36362 -0.39482

=====

3.
Entry from the Open Molecules 2025 dataset: a molecular structure, C26H23AsIrN4O7S2 (ωB97M-V/def2-TZVPD).

Output
DFT total energy	-4886.6748	Ha
HOMO level (spin up / spin down)	-0.56 / -2.24	eV
⟨S²⟩	8.794
gap between HOMO and LUMO (spin up / spin down)	4.75 / 6.42	eV
2S+1	6
net charge	-2
max |F|	0.5	eV/Å

CARTESIAN COORDINATES (ANGSTROEM)
1 Ir 0.33111 -0.33748 -0.52404
2 N -2.80072 -2.64564 -2.85730
3 C -2.28511 -3.30238 -3.95842
4 C -3.06915 -4.21160 -4.66293
5 C -2.57265 -4.87330 -5.77948
6 C -1.27396 -4.63244 -6.19833
7 C -0.48723 -3.72828 -5.49125
8 C -0.97191 -3.05580 -4.37958
9 S 0.04162 -1.85802 -3.58143
10 N -0.82684 -1.48089 -2.18007
11 C -2.07977 -1.82337 -1.98238
12 C -2.73303 -1.34071 -0.82726
13 C -4.10069 -1.58120 -0.51021
14 C -4.63920 -1.06587 0.63249
15 C -3.82883 -0.29760 1.49339
16 C -2.50622 -0.10963 1.13604
17 N -1.94764 -0.60278 0.03309
18 H -3.74462 -2.86093 -2.60394
19 H -4.08541 -4.39541 -4.32816
20 H -3.20426 -5.57318 -6.31287
21 H -0.86898 -5.13790 -7.06592
22 H 0.52881 -3.52855 -5.81415
23 H -4.73676 -2.15470 -1.17267
24 H -5.68348 -1.24443 0.86356
25 H -4.20722 0.13560 2.40832
26 H -1.84200 0.45772 1.77281
27 O 3.36970 1.40723 -3.42048
28 As 1.76851 1.74120 -2.79372
29 O 0.81508 2.43368 -3.91941
30 O 1.25095 0.18966 -2.30696
31 C 2.05903 3.04047 -1.37947
32 C 1.27606 4.18142 -1.54385
33 C 1.34679 5.22742 -0.63516
34 C 2.20545 5.13323 0.44910
35 C 2.98935 4.00187 0.61408
36 C 2.92902 2.94961 -0.29165
37 S 4.05941 1.57013 -0.01512
38 O 4.35644 1.62839 1.40721
39 O 5.19498 1.87930 -0.87080
40 O 3.30834 0.39417 -0.43502
41 H 3.64953 0.55760 -3.05342
42 H 0.61301 4.22473 -2.39930
43 H 0.72724 6.10599 -0.77346
44 H 2.26150 5.93705 1.17486
45 H 3.65835 3.89818 1.45830
46 O 0.85412 0.34125 1.36008
47 C 1.12375 2.52266 3.02642
48 C 1.05272 1.38756 4.00591
49 C 1.36237 1.61084 5.34183
50 C 1.29576 0.60082 6.29148
51 C 0.90150 -0.67046 5.90002
52 C 0.57600 -0.93731 4.57841
53 C 0.14806 -2.31479 4.15282
54 C 0.65489 0.09145 3.61820
55 N 0.19439 -0.25862 2.34556
56 H 1.38218 3.45033 3.54164
57 H 0.16790 2.66050 2.51302
58 H 1.86096 2.32764 2.25506
59 H 1.66616 2.60909 5.64029
60 H 1.55021 0.80378 7.32532
61 H 0.85043 -1.47462 6.62747
62 H 0.14093 -2.99430 5.00789
63 H 0.81952 -2.71239 3.39031
64 H -0.84647 -2.29600 3.70323

=====

4.
Entry from the Open Molecules 2025 dataset: a molecular structure, C26H23Br2ClN2O5PdS (ωB97M-V/def2-TZVPD).

Output
DFT total energy	-7623.8170	Ha
HOMO level (spin up / spin down)	-14.57 / -14.65	eV
⟨S²⟩	6.065
gap between HOMO and LUMO (spin up / spin down)	8.06 / 5.27	eV
2S+1	5
net charge	+2
max |F|	4.1	eV/Å

CARTESIAN COORDINATES (ANGSTROEM)
1 Pd -1.28010 -1.54527 1.46447
2 Br -3.14074 -2.67831 3.78016
3 C -2.15187 -4.16167 4.52502
4 Br -1.91541 -5.80025 3.43935
5 H -2.84070 -4.43374 5.33880
6 H -1.12569 -3.85730 4.79394
7 C 1.55299 1.02523 -4.45983
8 C 1.17933 -0.03343 -3.49302
9 C 1.38257 0.13606 -2.11699
10 C 0.97661 -0.83115 -1.21194
11 C 0.44680 -2.03634 -1.62965
12 C 0.24073 -2.27569 -3.01415
13 C 0.65245 -1.28073 -3.92836
14 S 0.31915 -3.36374 -0.42475
15 O -0.99144 -3.98613 -0.36925
16 O 1.44306 -4.23592 -0.69159
17 N 0.34651 -2.57196 1.08338
18 C 1.50140 -2.35273 1.69999
19 C 2.80508 -2.78085 1.40540
20 C 3.87903 -2.32149 2.24315
21 C 3.69187 -1.49005 3.36181
22 C 2.33384 -1.11244 3.73266
23 C 1.97593 -0.28211 4.83181
24 C 0.68596 0.22258 4.93243
25 C -0.19990 -0.05679 3.89005
26 N 0.08576 -0.83399 2.84119
27 C 1.29854 -1.49275 2.84383
28 H 2.61589 1.23658 -4.42435
29 H 1.08438 1.95271 -4.25903
30 H 1.29582 0.72696 -5.44369
31 H 1.86054 1.06490 -1.77373
32 H 1.09517 -0.50652 -0.18443
33 H -0.26372 -3.17122 -3.34628
34 H 0.34710 -1.44268 -4.96834
35 H 3.02281 -3.43673 0.54924
36 H 4.87413 -2.61898 1.97461
37 H 4.48983 -1.13655 4.02581
38 H 2.70231 -0.12805 5.62242
39 H 0.43976 0.95992 5.66371
40 H -1.14570 0.46396 3.80048
41 C 0.49923 3.77199 -0.72216
42 C -0.55705 3.53171 -1.80679
43 C -0.28329 4.00195 -3.08515
44 C -1.35751 4.13825 -4.02905
45 Cl -1.26428 5.22280 -5.40378
46 C -2.58226 3.65113 -3.75402
47 C -2.84436 3.01819 -2.55918
48 C -1.86913 2.92715 -1.59993
49 O -2.12639 2.43381 -0.35049
50 C -3.08439 1.41077 -0.30069
51 C -2.95937 0.82702 1.20408
52 O -2.96525 1.59832 2.18271
53 O -2.95720 -0.46417 1.13178
54 H 1.44096 3.25345 -1.01607
55 H 0.10954 3.39177 0.23859
56 H 0.76661 4.81978 -0.57791
57 H 0.71086 4.37069 -3.38029
58 H -3.39574 3.75384 -4.49749
59 H -3.79855 2.51656 -2.36288
60 H -2.95096 0.57856 -1.01839
61 H -4.10159 1.71309 -0.39717